{"formula": "C32H44BaN5O2SeSi", "method": "ωB97M-V/def2-TZVPD", "elements": ["Ba", "C", "C", "C", "C", "C", "C", "C", "N", "C", "C", "C", "C", "C", "C", "C", "N", "C", "C", "C", "C", "H", "H", "H", "H", "H", "H", "H", "H", "H", "H", "H", "H", "H", "H", "H", "H", "H", "H", "H", "H", "H", "H", "H", "H", "C", "N", "C", "C", "C", "O", "N", "C", "O", "H", "H", "H", "H", "H", "C", "Si", "C", "C", "C", "H", "H", "H", "H", "H", "H", "H", "H", "H", "H", "H", "Se", "C", "C", "C", "N", "C", "C", "H", "H", "H", "H"], "positions_angstrom": [[1.375, 0.708, -2.175], [-5.701, -2.092, -0.422], [-5.459, -0.578, -0.349], [-6.442, 0.118, -1.291], [-5.722, -0.083, 1.081], [-4.009, -0.277, -0.711], [-3.641, 0.564, -1.750], [-2.294, 0.798, -1.982], [-1.323, 0.265, -1.256], [-1.657, -0.542, -0.246], [-2.980, -0.839, 0.039], [-0.525, -1.077, 0.568], [-0.738, -1.782, 1.749], [0.334, -2.260, 2.489], [1.608, -1.993, 1.995], [1.740, -1.276, 0.824], [0.705, -0.823, 0.122], [0.161, -3.021, 3.798], [-1.308, -3.298, 4.118], [0.760, -2.180, 4.934], [0.900, -4.363, 3.708], [-6.741, -2.316, -0.175], [-5.065, -2.635, 0.278], [-5.496, -2.469, -1.426], [-7.463, -0.133, -0.999], [-6.301, -0.201, -2.325], [-6.338, 1.203, -1.245], [-6.764, -0.264, 1.354], [-5.519, 0.986, 1.163], [-5.088, -0.597, 1.805], [-4.373, 1.057, -2.372], [-1.987, 1.465, -2.781], [-3.220, -1.500, 0.859], [-1.745, -1.933, 2.103], [2.498, -2.319, 2.517], [2.725, -1.043, 0.431], [-1.870, -2.374, 4.266], [-1.374, -3.877, 5.041], [-1.790, -3.875, 3.326], [0.248, -1.219, 5.015], [1.819, -1.981, 4.766], [0.659, -2.708, 5.886], [0.519, -4.962, 2.878], [0.758, -4.928, 4.633], [1.971, -4.226, 3.561], [2.882, -4.559, -5.153], [2.112, -3.335, -5.052], [1.348, -2.875, -6.081], [0.685, -1.707, -6.015], [0.843, -0.907, -4.812], [0.338, 0.236, -4.699], [1.572, -1.415, -3.792], [2.204, -2.605, -3.844], [2.855, -3.091, -2.926], [2.622, -5.064, -6.082], [2.666, -5.208, -4.307], [3.951, -4.343, -5.143], [1.306, -3.517, -6.952], [0.075, -1.349, -6.829], [5.673, 3.402, 0.325], [3.976, 2.807, -0.301], [3.042, 4.383, -0.761], [3.140, 2.066, 1.226], [3.955, 1.598, -1.662], [5.585, 4.100, 1.163], [6.221, 3.904, -0.478], [6.278, 2.551, 0.651], [2.960, 5.061, 0.094], [2.020, 4.172, -1.091], [3.555, 4.914, -1.568], [3.151, 2.777, 2.057], [3.666, 1.161, 1.550], [2.089, 1.809, 1.053], [4.482, 0.675, -1.369], [4.436, 1.961, -2.582], [-0.966, 2.808, 0.522], [-0.114, 4.300, 1.307], [-0.115, 5.565, 0.705], [0.526, 6.626, 1.317], [1.174, 6.550, 2.482], [1.176, 5.346, 3.057], [0.563, 4.223, 2.529], [-0.617, 5.709, -0.243], [0.524, 7.602, 0.838], [1.704, 5.272, 4.004], [0.615, 3.279, 3.057]], "atomic_forces_ev_per_a": [[-0.3, 0.6, 0.4], [0.0, 0.0, 0.0], [0.0, 0.0, 0.0], [0.0, 0.0, 0.0], [0.0, 0.0, 0.0], [0.0, 0.0, 0.0], [0.0, 0.0, 0.0], [0.0, 0.0, 0.1], [0.0, -0.3, -0.2], [0.0, 0.1, 0.0], [0.0, 0.0, 0.0], [0.1, 0.0, 0.1], [0.0, 0.0, 0.0], [0.0, 0.0, 0.0], [0.0, 0.0, 0.0], [0.0, 0.0, 0.0], [0.0, -0.1, -0.1], [0.0, 0.0, 0.0], [0.0, 0.0, 0.0], [0.0, 0.0, 0.0], [0.0, 0.0, 0.0], [0.0, 0.0, 0.0], [0.0, 0.0, 0.0], [0.0, 0.0, 0.0], [0.0, 0.0, 0.0], [0.0, 0.0, 0.0], [0.0, 0.0, 0.0], [0.0, 0.0, 0.0], [0.0, 0.0, 0.0], [0.0, 0.0, 0.0], [0.0, 0.0, 0.0], [0.0, 0.0, 0.0], [0.0, 0.0, 0.0], [0.0, 0.0, 0.0], [0.0, 0.0, 0.0], [0.0, 0.0, 0.0], [0.0, 0.0, 0.0], [0.0, 0.0, 0.0], [0.0, 0.0, 0.0], [0.0, 0.0, 0.0], [0.0, 0.0, 0.0], [0.0, 0.0, 0.0], [0.0, 0.0, 0.0], [0.0, 0.0, 0.0], [0.0, 0.0, 0.0], [0.0, 0.0, 0.0], [0.0, 0.1, 0.0], [0.0, 0.0, 0.0], [0.0, 0.0, 0.0], [0.0, -0.1, -0.1], [0.0, 0.0, 0.0], [0.0, -0.1, 0.0], [0.0, -0.2, -0.1], [0.0, 0.0, 0.0], [0.0, 0.0, 0.0], [0.0, 0.0, 0.0], [0.0, 0.0, 0.0], [0.0, 0.0, 0.0], [0.0, 0.0, 0.0], [0.0, 0.0, 0.0], [0.1, 0.0, 0.0], [0.0, 0.0, 0.0], [0.0, 0.0, 0.0], [0.2, 0.0, 0.1], [0.0, 0.0, 0.0], [0.0, 0.0, 0.0], [0.0, 0.0, 0.0], [0.0, 0.0, 0.0], [0.0, 0.0, 0.0], [0.0, 0.0, 0.0], [0.0, 0.0, 0.0], [0.0, 0.0, 0.0], [0.0, 0.0, 0.0], [0.0, 0.0, 0.0], [0.0, 0.0, 0.0], [0.2, -0.1, -0.2], [0.0, 0.1, 0.1], [0.0, 0.0, 0.0], [0.0, 0.0, 0.0], [0.0, 0.0, 0.0], [0.0, 0.0, 0.0], [0.0, 0.0, 0.0], [0.0, 0.0, 0.0], [0.0, 0.0, 0.0], [0.0, 0.0, 0.0], [0.0, 0.0, 0.0]], "lowdin_charge": [1.758, -0.047, -0.558, -0.070, -0.039, -0.154, 0.007, -0.160, -0.050, -0.238, 0.038, -0.203, 0.053, -0.151, 0.001, -0.116, 0.004, -0.559, -0.069, -0.040, -0.048, 0.083, 0.076, 0.091, 0.083, 0.086, 0.088, 0.084, 0.097, 0.078, 0.105, 0.112, 0.101, 0.092, 0.113, 0.112, 0.087, 0.083, 0.088, 0.095, 0.081, 0.084, 0.092, 0.083, 0.076, -0.038, -0.068, -0.077, -0.006, -0.589, -0.188, -0.023, -0.543, 0.021, 0.080, 0.088, 0.093, 0.118, 0.101, -0.213, 0.294, -0.190, -0.202, -0.528, 0.014, 0.011, 0.011, 0.022, 0.008, 0.022, 0.018, 0.017, -0.014, -0.064, -0.070, 0.474, -0.760, -0.161, -0.197, 0.020, -0.192, -0.160, 0.083, 0.089, 0.090, 0.083], "relative_energy_kcal_mol": 0.0, "e_tot_ev": -119367.43967, "e_lumo_ev": 2.0, "homo_energy_ev": -3.8, "homo_lumo_gap_ev": 5.84, "charge": -1}